P.
Molecular formula: C2H3O3
Method: DFT, ωB97M-V with the def2-TZVPD basis set

The LUMO energy comes out at 3.7 eV. As for the charge: -1. The calculation puts the HOMO energy at -0.87 eV.

Last column: Löwdin charge in e.
Geometry (Å):
C 0.551 -1.717 1.340  -0.52
C -0.221 0.261 -0.785  -0.29
O 1.519 -1.150 1.655  0.14
O -0.325 -2.465 1.280  0.15
O 0.138 1.387 0.132  -0.32
H -1.288 0.417 -0.925  -0.09
H -0.139 -0.792 -0.166  -0.05
H 0.921 1.021 0.497  -0.03



Q.
Molecular formula: C2H3O3
Method: DFT, ωB97M-V with the def2-TZVPD basis set

The LUMO energy comes out at 4.3 eV. As for the charge: -1. The calculation puts the HOMO energy at -4.21 eV.

Last column: Löwdin charge in e.
Geometry (Å):
O 1.848 0.636 -1.943  -0.07
C 0.917 0.120 -1.359  -0.15
H 0.030 0.647 -0.997  0.05
H 0.944 -0.963 -1.146  0.07
O -0.510 1.063 1.336  -0.15
C -0.936 -0.115 1.342  -0.68
O -1.046 -0.922 0.396  -0.16
H -1.246 -0.465 2.372  0.08



Least stable: P



P.
Molecular formula: C3H9NS2
Method: DFT, ωB97M-V with the def2-TZVPD basis set

The LUMO energy comes out at 0.6 eV. As for the charge: 0. The calculation puts the HOMO energy at -8.23 eV.

Last column: Löwdin charge in e.
Geometry (Å):
C -0.632 1.781 -0.160  -0.08
N 0.165 1.407 0.778  -0.09
C -0.475 0.678 1.902  -0.17
H -0.381 2.765 -0.617  0.08
H -1.553 1.299 -0.518  0.07
H -0.912 1.385 2.603  0.07
H -1.315 -0.069 1.738  0.09
H 0.268 0.158 2.491  0.05
C 1.028 -1.605 -0.082  -0.41
S -0.126 -1.721 -1.565  0.26
S 0.672 -0.959 -3.240  0.23
H 1.297 -0.545 0.038  0.01
H 0.522 -2.177 0.684  0.03
H 1.957 -2.103 -0.417  0.03
H -0.516 -0.293 -3.635  -0.15



Q.
Molecular formula: C3H9NS2
Method: DFT, ωB97M-V with the def2-TZVPD basis set

The LUMO energy comes out at 0.7 eV. As for the charge: 0. The calculation puts the HOMO energy at -8.83 eV.

Last column: Löwdin charge in e.
Geometry (Å):
C -1.412 -1.574 -0.528  -0.07
N -1.003 -0.426 -0.203  -0.10
C -1.966 0.610 0.019  -0.16
H -0.628 -2.263 -0.829  0.05
H -2.455 -1.873 -0.391  0.08
H -2.742 0.305 0.747  0.08
H -2.619 0.751 -0.851  0.08
H -1.558 1.594 0.228  0.06
C 1.759 1.200 0.775  -0.54
S 3.050 0.611 -0.270  0.37
S 2.306 -1.089 -1.191  0.30
H 1.691 0.739 1.757  0.04
H 0.838 1.235 0.208  -0.01
H 1.878 2.266 1.024  0.04
H 2.861 -2.086 -0.495  -0.21



R.
Molecular formula: C3H9NS2
Method: DFT, ωB97M-V with the def2-TZVPD basis set

The LUMO energy comes out at 0.6 eV. As for the charge: 0. The calculation puts the HOMO energy at -8.18 eV.

Last column: Löwdin charge in e.
Geometry (Å):
C -2.774 -0.651 0.432  -0.40
S -0.888 -0.766 0.522  0.44
S -0.389 1.043 -0.287  0.48
C 1.155 0.617 -1.173  -0.53
C 2.037 -0.405 -0.412  -0.39
N 2.411 0.026 0.955  -0.02
H -3.386 -1.380 -0.091  0.03
H -3.014 -0.835 1.482  0.01
H -2.907 0.395 0.188  -0.01
H 1.725 1.510 -1.410  0.07
H 0.940 0.089 -2.108  0.07
H 2.977 -0.531 -0.946  0.10
H 1.569 -1.378 -0.539  0.07
H 1.731 0.724 1.266  0.03
H 2.145 -0.743 1.570  0.06



Least stable: P



P.
Molecular formula: C5H12OS
Method: DFT, ωB97M-V with the def2-TZVPD basis set

The LUMO energy comes out at 0.9 eV. As for the charge: 0. The calculation puts the HOMO energy at -8.79 eV.

Last column: Löwdin charge in e.
Geometry (Å):
C -0.959 2.048 -1.049  0.00
C 0.324 1.679 -1.072  -0.17
C 1.319 2.334 -0.159  -0.26
O 1.756 1.328 0.771  -0.08
H -1.605 1.780 -1.876  0.05
H -1.385 2.542 -0.185  0.06
H 0.681 0.875 -1.705  0.10
H 2.175 2.718 -0.716  0.11
H 0.834 3.156 0.369  0.11
H 2.588 1.602 1.168  0.08
C -1.368 -1.386 0.550  -0.19
C -0.517 -2.613 0.174  -0.60
S 0.664 -2.905 1.552  0.66
H -0.672 -0.587 0.800  0.04
H -2.010 -1.598 1.401  0.07
H -2.007 -1.126 -0.293  0.07
H -1.130 -3.506 0.089  0.05
H 0.000 -2.438 -0.766  0.06
H 1.312 -3.905 0.947  -0.17



Q.
Molecular formula: C5H12OS
Method: DFT, ωB97M-V with the def2-TZVPD basis set

The LUMO energy (spin up / spin down) comes out at 0.7 / 0.8 eV. As for the charge: 0. The calculation puts the HOMO energy (spin up / spin down) at -6.56 / -7.19 eV.

Last column: Löwdin charge in e.
Geometry (Å):
C 0.988 0.138 -1.656  -0.06
C 0.475 -1.971 -0.237  -0.04
C 0.824 1.621 0.827  -0.10
C -2.069 -0.171 -0.766  -0.46
C 0.551 -0.449 -0.390  -0.41
O 0.719 0.214 0.810  -0.17
S -2.443 0.655 0.738  0.64
H 1.724 -0.518 -2.118  0.08
H 0.256 0.180 -2.519  0.10
H 1.291 1.148 -1.512  0.06
H 0.249 -2.289 -1.216  0.06
H 1.479 -2.253 0.109  0.09
H -0.222 -2.267 0.603  0.10
H 1.138 1.952 1.800  0.09
H -0.109 2.006 0.488  0.05
H 1.642 2.033 0.284  0.08
H -2.123 0.459 -1.652  0.00
H -1.877 -1.188 -0.851  -0.04
H -1.252 0.058 1.264  -0.08



R.
Molecular formula: C5H12OS
Method: DFT, ωB97M-V with the def2-TZVPD basis set

The LUMO energy comes out at 0.7 eV. As for the charge: 0. The calculation puts the HOMO energy at -8.65 eV.

Last column: Löwdin charge in e.
Geometry (Å):
C -1.471 1.372 0.767  -0.07
C -0.433 0.254 0.527  -0.55
C -0.804 -1.105 1.196  -0.06
C -0.430 0.195 -0.967  -0.38
C 2.398 0.157 -0.954  -0.29
H -1.200 2.272 0.335  0.05
H -1.531 1.383 1.901  0.10
H -2.364 0.783 0.452  0.09
H 0.533 0.501 0.994  0.10
H -0.145 -1.997 0.620  0.13
H -1.837 -1.293 0.619  0.11
H -1.009 -1.158 2.209  0.03
H -1.265 -0.528 -1.094  0.10
H -0.615 1.212 -1.394  0.12
H 2.526 1.228 -1.461  0.09
H 2.223 0.278 0.193  0.05
H 3.251 -0.703 -1.056  0.10
O 1.206 -2.151 -1.201  -0.58
S 0.966 -0.702 -1.686  0.85



S.
Molecular formula: C5H12OS
Method: DFT, ωB97M-V with the def2-TZVPD basis set

The LUMO energy comes out at 0.9 eV. As for the charge: 0. The calculation puts the HOMO energy at -8.33 eV.

Last column: Löwdin charge in e.
Geometry (Å):
C 0.034 -3.072 -0.157  -0.42
S 0.768 -1.494 0.321  0.81
C -0.728 -0.483 0.532  -0.56
C -0.432 0.797 1.162  -0.30
C 0.687 1.670 0.377  -0.21
C 0.337 1.906 -1.085  -0.26
O -1.139 2.110 -1.257  -0.19
H -0.265 -3.643 0.713  0.03
H -0.870 -3.005 -0.656  0.00
H 0.737 -3.637 -0.776  0.04
H -1.040 -0.225 -0.584  0.10
H -1.746 -0.865 0.921  0.12
H -1.414 1.368 1.031  0.12
H -0.122 0.872 2.186  0.09
H 1.796 1.493 0.479  0.12
H 0.500 2.700 0.817  0.11
H 0.758 2.981 -1.518  0.16
H 0.456 1.039 -1.798  0.11
H -1.351 3.040 -0.861  0.12



Least stable: Q



P.
Molecular formula: CH3NOS2
Method: DFT, ωB97M-V with the def2-TZVPD basis set

The LUMO energy comes out at 0.5 eV. As for the charge: 0. The calculation puts the HOMO energy at -9.24 eV.

Last column: Löwdin charge in e.
Geometry (Å):
C -2.192 1.036 0.984  -0.11
N -2.038 -0.016 1.450  0.03
H -2.345 2.032 0.516  0.08
O 1.503 -1.879 -0.012  -0.51
S 0.296 -0.767 -0.426  0.39
S 1.354 0.630 -1.413  0.25
H 1.434 -2.554 -0.658  -0.01
H 1.988 1.519 -0.443  -0.12



Q.
Molecular formula: CH3NOS2
Method: DFT, ωB97M-V with the def2-TZVPD basis set

The LUMO energy (spin up / spin down) comes out at -0.4 / -2.5 eV. As for the charge: 0. The calculation puts the HOMO energy (spin up / spin down) at -9.91 / -7.76 eV.

Last column: Löwdin charge in e.
Geometry (Å):
C -0.428 0.558 0.812  -0.73
N -0.077 -0.200 -0.368  -0.37
O 1.321 -1.336 -2.277  -0.56
S 0.537 0.614 2.337  0.62
S 1.448 -0.756 -0.969  0.86
H -0.562 1.510 0.405  0.05
H -1.422 0.262 0.956  0.06
H -0.818 -0.652 -0.896  0.08



Least stable: Q